# 1
Density functional theory data (ωB97M-V/def2-TZVPD) for a molecular structure, C40H100AsF6N5O5.

Structure (ORCA input):
```
! wB97M-V def2-TZVPD RIJCOSX def2/J DEFGRID3
* xyz 4 1
C 14.7747 3.4163 -10.2312
C 14.4164 3.2193 -8.7729
N 12.9620 3.6434 -8.4547
C 12.0370 2.7344 -9.2384
C 12.6296 3.2792 -7.0117
C 13.5805 3.8098 -5.9625
C 12.8221 5.1290 -8.6504
C 11.4519 5.6743 -8.2338
O 10.3433 5.0684 -8.8505
C 10.1600 5.4353 -10.1998
H 15.7529 2.9659 -10.3996
H 14.8683 4.4653 -10.5135
H 14.0627 2.9898 -10.9363
H 14.8728 3.9051 -8.0602
H 14.6396 2.2232 -8.3972
H 11.0338 2.7890 -8.8237
H 12.4206 1.7279 -9.1001
H 11.9619 3.0100 -10.2862
H 12.5533 2.1932 -6.9717
H 11.6126 3.6011 -6.7935
H 14.5575 3.3207 -5.9525
H 13.2080 3.5419 -4.9717
H 13.7113 4.8915 -5.9912
H 12.9928 5.2938 -9.7141
H 13.6390 5.6665 -8.1702
H 11.4667 6.7107 -8.5983
H 11.2870 5.7486 -7.1614
H 9.3464 4.8115 -10.5635
H 11.0021 5.1479 -10.8504
H 10.0168 6.4912 -10.4399
C 18.4864 8.2833 -14.5528
C 19.6835 7.5604 -13.8722
N 19.6192 7.3517 -12.3474
C 20.9311 6.7419 -11.9665
C 19.3146 8.6890 -11.7120
C 20.3076 9.8117 -12.1292
C 18.4101 6.4276 -12.1235
C 18.4902 5.0833 -12.8171
O 19.5274 4.2536 -12.4136
C 19.9121 3.1238 -13.1790
H 17.6580 7.6170 -14.7789
H 18.9332 8.5599 -15.5084
H 18.2056 9.1862 -14.0192
H 20.5578 8.1784 -14.0547
H 19.8538 6.6078 -14.3653
H 21.0658 5.8870 -12.6175
H 20.8515 6.4412 -10.9234
H 21.7011 7.4907 -12.1233
H 19.4324 8.4376 -10.6563
H 18.2959 9.0208 -11.8864
H 20.3878 10.0322 -13.1893
H 21.3084 9.4834 -11.8390
H 20.1457 10.7183 -11.5511
H 17.5491 6.9463 -12.5422
H 18.2580 6.3776 -11.0438
H 18.4098 5.2336 -13.9007
H 17.5549 4.5417 -12.6066
H 20.1497 3.2744 -14.2275
H 19.0859 2.4033 -13.0582
H 20.6097 2.5152 -12.6018
C 18.9482 7.3202 -4.5987
C 17.8464 8.3490 -4.3363
N 16.9782 8.6058 -5.5505
C 16.2548 7.3403 -5.9626
C 15.9179 9.6785 -5.2308
C 15.2202 9.4477 -3.8901
C 17.8453 9.1310 -6.7021
C 17.0792 9.4294 -7.9652
O 16.4624 8.3219 -8.5889
C 15.5976 8.6599 -9.6518
H 18.6240 6.3505 -4.9598
H 19.3859 7.1496 -3.6091
H 19.8117 7.7510 -5.1060
H 18.2529 9.2920 -3.9756
H 17.1934 7.9362 -3.5718
H 15.3369 7.5822 -6.4921
H 16.0244 6.7685 -5.0689
H 16.8632 6.8150 -6.6942
H 15.2231 9.6250 -6.0628
H 16.4186 10.6460 -5.1933
H 15.8673 9.6893 -3.0553
H 14.7499 8.4651 -3.9251
H 14.3795 10.1440 -3.8922
H 18.5135 8.2845 -6.8491
H 18.2868 10.0216 -6.2636
H 17.7648 9.8387 -8.7213
H 16.3281 10.2240 -7.8694
H 14.8115 9.3312 -9.3001
H 15.2755 7.7237 -10.1018
H 16.1105 9.1776 -10.4744
C 18.2410 -0.4465 -11.0171
C 18.3173 -1.6696 -10.0872
N 18.0442 -1.4132 -8.6187
C 16.7606 -0.6194 -8.5048
C 17.8332 -2.8018 -8.0081
C 17.4001 -2.7336 -6.5497
C 19.0990 -0.5433 -8.0031
C 20.5337 -0.8997 -8.3682
O 20.7661 -2.2789 -8.1751
C 22.1415 -2.6073 -8.2949
H 18.7090 -0.6594 -11.9762
H 18.8349 0.3430 -10.5519
H 17.2170 -0.1243 -11.1892
H 19.2992 -2.1359 -10.1669
H 17.6905 -2.4790 -10.4617
H 16.5308 -0.4141 -7.4652
H 15.9916 -1.2872 -8.8974
H 16.7874 0.2662 -9.1312
H 18.7467 -3.3507 -8.2204
H 17.0117 -3.2381 -8.5730
H 16.3949 -2.3115 -6.5753
H 18.0784 -2.1517 -5.9233
H 17.2968 -3.6471 -5.9651
H 18.9152 -0.4425 -6.9334
H 18.8638 0.4719 -8.3278
H 21.2002 -0.3216 -7.7247
H 20.6854 -0.6934 -9.4319
H 22.6715 -2.4877 -7.3421
H 22.5881 -1.9919 -9.0768
H 22.3064 -3.6720 -8.4567
C 22.0449 5.0097 -6.1227
C 23.4307 4.4347 -6.3895
N 23.8483 4.5373 -7.8556
C 23.8269 5.9635 -8.3068
C 25.2875 3.9988 -7.9794
C 26.3156 4.5526 -7.0260
C 22.9760 3.5980 -8.6166
C 23.3096 3.3208 -10.0910
O 23.6583 4.5471 -10.7290
C 24.0742 4.3298 -12.0717
H 21.2409 4.7229 -6.8002
H 22.0820 6.0993 -6.0648
H 21.7668 4.6639 -5.1255
H 23.3719 3.3697 -6.1737
H 24.1574 4.9435 -5.7674
H 24.2004 6.0114 -9.3237
H 24.4556 6.5459 -7.6384
H 22.7998 6.3186 -8.2737
H 25.4780 4.2015 -9.0326
H 25.1763 2.9204 -7.8516
H 27.2497 4.0038 -7.1771
H 26.1597 4.4652 -5.9557
H 26.5964 5.5466 -7.3798
H 22.0179 4.1089 -8.7305
H 22.8013 2.6749 -8.0730
H 22.4475 2.9894 -10.6775
H 24.1497 2.6231 -10.1748
H 24.8900 3.6014 -12.1111
H 24.4454 5.2431 -12.5269
H 23.2233 3.9046 -12.6151
As 18.4742 3.6797 -7.9453
F 18.5575 4.8050 -6.6050
F 17.3004 4.6405 -8.8137
F 18.4442 2.5527 -9.3198
F 19.6595 2.6069 -7.2280
F 17.2124 2.7247 -7.1905
F 19.7742 4.5511 -8.7650
*
```

Values from the calculation:
relative energy (zero: lowest compared OMol25 entry of this formula, charge and spin): 211.7 kJ/mol
strongest force on any atom: 3.154 eV/Å
highest occupied orbital energy: -0.6404 Ha
lowest unoccupied orbital energy: -7.42 eV

Mulliken atomic charge list, values in e, 8 entries:
1. C -1.169
2. C 0.025
3. N 0.741
4. C -1.086
5. C -0.562
6. C -1.090
7. C -0.500
8. C -1.121

---

# 2
Density functional theory data (ωB97M-V/def2-TZVPD) for a molecular structure, C6H11NO2.

Structure (ORCA input):
```
! wB97M-V def2-TZVPD RIJCOSX def2/J DEFGRID3
* xyz 0 1
C 0.1587 0.0684 1.6214
C 0.2181 -1.4107 1.3805
C 1.2185 -0.7539 2.2919
N 0.5466 0.9508 0.5370
H -0.6515 0.4458 2.2378
H 1.0635 1.7591 0.8719
H -0.3219 1.2183 -0.1397
H -0.5511 -2.0319 1.8153
H 0.5678 -1.7349 0.4109
H 1.1432 -0.9216 3.3563
H 2.2314 -0.6524 1.9294
C 0.3481 0.5364 -2.5281
C -1.0870 0.8648 -1.8372
C -1.8175 -0.1716 -1.4208
O 1.2096 -0.0136 -1.7541
O 0.4798 0.9532 -3.6500
H 1.0616 0.3312 -0.5169
H -1.5833 1.7205 -2.2887
H -2.8925 -0.1108 -1.3138
H -1.3421 -1.0472 -1.0032
*
```

Values from the calculation:
relative energy (zero: lowest compared OMol25 entry of this formula, charge and spin): 309.8 kJ/mol
strongest force on any atom: 3.028 eV/Å
highest occupied orbital energy: -0.3430 Ha
lowest unoccupied orbital energy: 0.60 eV

natural (NBO) atomic charge list, values in e, 8 entries:
1. C -0.077
2. C -0.427
3. C -0.421
4. N -0.831
5. H 0.205
6. H 0.404
7. H 0.445
8. H 0.225

---

# 3
Density functional theory data (ωB97M-V/def2-TZVPD) for C20H17FN4O3 in the gas phase.

Structure (ORCA input):
```
! wB97M-V def2-TZVPD RIJCOSX def2/J DEFGRID3
* xyz 0 1
C -0.2487 2.7929 -4.2571
N -0.7570 2.2056 -3.0341
C -1.4020 0.8369 -3.1307
C -1.2184 -0.1358 -2.0636
N -0.8139 0.5128 -0.8402
C -0.4310 -0.2977 0.2496
N -1.3519 -1.3288 0.5749
C -1.0241 -2.0020 1.6284
C -1.8608 -2.9377 2.0414
C -1.5250 -3.7750 3.2157
C -2.6335 -4.6823 3.5933
O -3.7551 -4.5076 3.2843
O -2.2306 -5.7551 4.3049
C -0.2999 -3.6705 3.8147
C 0.4924 -2.6166 3.3934
C 0.1551 -1.7825 2.3070
N 1.0831 -0.8164 1.8768
C 0.8770 -0.0413 0.8502
C 1.9599 0.7992 0.3307
C 2.2790 0.9118 -1.0413
C 3.2845 1.8359 -1.4438
C 3.7358 2.9226 -0.5968
F 4.4972 3.8894 -1.2015
C 3.3823 2.8091 0.7645
C 2.4366 1.7888 1.2406
C -1.1509 1.9214 -0.6029
C -0.6713 2.7782 -1.7697
O -0.4931 3.9560 -1.5773
H -0.1379 3.8506 -4.0863
H 0.8030 2.4422 -4.5708
H -0.9710 2.7540 -5.1193
H -2.4780 0.9725 -3.3577
H -0.9789 0.3888 -4.0133
H -0.4153 -0.8085 -2.4411
H -2.1980 -0.6255 -1.9621
H -2.7968 -2.9498 1.4286
H -3.0669 -6.2717 4.5474
H -0.1059 -4.3064 4.7063
H 1.5082 -2.4528 3.5900
H 1.8768 0.1360 -1.7078
H 3.5786 1.8525 -2.5199
H 3.6962 3.6086 1.4179
H 2.2920 1.6241 2.2969
H -2.2245 2.0218 -0.4700
H -0.6974 2.1520 0.3497
*
```

Values from the calculation:
relative energy (zero: lowest compared OMol25 entry of this formula, charge and spin): 260.1 kJ/mol
strongest force on any atom: 7.825 eV/Å
highest occupied orbital energy: -0.3079 Ha
SMILES: CN1CCN(c2nc3cc(C(=O)O)ccc3nc2-c2ccc(F)cc2)CC1=O
lowest unoccupied orbital energy: -0.78 eV

natural (NBO) atomic charge list, values in e, 8 entries:
1. C -0.421
2. N -0.446
3. C -0.217
4. C -0.218
5. N -0.473
6. C 0.388
7. N -0.407
8. C 0.121

---

# 4
Density functional theory data (ωB97M-V/def2-TZVPD) for a molecular structure, C12H12BN8ReSbSe4.

Structure (ORCA input):
```
! wB97M-V def2-TZVPD RIJCOSX def2/J DEFGRID3
* xyz 3 1
Re -0.0070 1.5127 -1.4205
C 3.1679 -1.2522 -1.6488
C 2.5832 -0.0781 -2.0666
N 1.4271 0.1014 -1.3815
N 1.2647 -0.9458 -0.5246
C 2.3067 -1.7679 -0.6767
B -0.0038 -1.0516 0.4021
N -1.2722 -0.9477 -0.5245
C -2.3139 -1.7701 -0.6758
C -3.1758 -1.2549 -1.6482
C -2.5920 -0.0808 -2.0663
N -1.4351 0.0994 -1.3814
N -0.0040 0.2356 1.2685
C -0.0042 0.4140 2.6016
C -0.0048 1.7710 2.8742
C -0.0053 2.3953 1.6392
N -0.0048 1.4607 0.6790
N -0.0053 -2.3453 1.1420
C -0.0033 -3.5975 0.5744
C -0.0075 -4.5136 1.5843
C -0.0049 -3.7369 2.7711
N 0.0083 -2.4556 2.4899
H 4.0848 -1.6938 -1.9994
H 2.9343 0.6343 -2.7968
H 2.3960 -2.6736 -0.0974
H -2.4024 -2.6757 -0.0961
H -4.0926 -1.6971 -1.9984
H -2.9439 0.6312 -2.7965
H -0.0033 -0.4430 3.2554
H -0.0045 2.2342 3.8449
H -0.0060 3.4437 1.3947
H -0.0055 -3.7465 -0.4953
H 0.0039 -5.5871 1.5081
H 0.0042 -4.0831 3.7909
Se -1.0177 7.4434 0.7078
Sb 0.0201 7.2339 -1.4762
Se -1.3340 7.5863 -3.4674
Se 2.4374 7.5020 -1.5554
Se 0.0151 3.6986 -1.7347
*
```

Values from the calculation:
strongest force on any atom: 2.408 eV/Å
highest occupied orbital energy: -0.6136 Ha
lowest unoccupied orbital energy: -13.67 eV

natural (NBO) atomic charge list, values in e, 8 entries:
1. Re 1.288
2. C -0.276
3. C 0.037
4. N -0.401
5. N -0.320
6. C 0.125
7. B 0.915
8. N -0.320

---

no.,gap between HOMO and LUMO (Eh)
1,0.3676
2,0.3652
3,0.2792
4,0.1112